{"formula": "C48H36CoN3O6S2", "method": "ωB97M-V/def2-TZVPD", "e_lumo_ev": [-2.79, -2.80], "relative_energy_kj_mol": 256.7, "orbital_gap_ev": [7.95, 7.96], "charge": 1, "e_tot_ha": -4645.41134, "spin_multiplicity": 4, "s2": 3.76, "species": ["Co", "O", "C", "O", "C", "C", "C", "C", "C", "N", "C", "O", "O", "H", "H", "H", "H", "C", "C", "C", "C", "C", "C", "C", "S", "O", "C", "C", "C", "C", "C", "C", "C", "C", "C", "C", "C", "C", "C", "C", "C", "C", "C", "C", "C", "C", "S", "O", "C", "C", "C", "C", "C", "C", "C", "H", "H", "H", "H", "H", "H", "H", "H", "H", "H", "H", "H", "H", "H", "H", "H", "H", "H", "H", "H", "H", "H", "H", "H", "H", "H", "N", "C", "N", "C", "C", "C", "C", "C", "C", "H", "H", "H", "H", "H", "H"], "coordinates": [[13.747, 14.531, 15.228], [11.682, 17.245, 18.972], [12.391, 16.587, 18.027], [12.890, 17.117, 17.035], [12.424, 15.068, 18.280], [11.889, 14.542, 19.453], [11.903, 13.150, 19.658], [12.633, 12.458, 18.736], [13.160, 13.079, 17.589], [13.092, 14.394, 17.364], [13.913, 12.126, 16.659], [13.821, 10.928, 16.831], [14.501, 12.717, 15.611], [11.788, 18.204, 18.785], [11.524, 15.302, 20.193], [11.374, 12.625, 20.483], [12.757, 11.357, 18.793], [7.213, 19.250, 13.462], [8.661, 18.768, 13.303], [9.275, 18.057, 14.337], [10.546, 17.563, 14.276], [11.295, 17.742, 13.111], [10.682, 18.349, 11.970], [9.364, 18.838, 12.117], [12.987, 17.126, 13.126], [13.146, 16.226, 14.364], [13.142, 16.149, 11.549], [14.342, 16.524, 10.961], [14.812, 15.926, 9.792], [14.146, 14.801, 9.205], [14.674, 14.039, 8.140], [13.927, 13.060, 7.501], [12.538, 12.924, 7.867], [12.013, 13.608, 8.958], [12.770, 14.562, 9.682], [12.285, 15.223, 10.853], [10.932, 14.929, 11.407], [9.713, 15.454, 10.836], [9.699, 16.162, 9.589], [8.488, 16.686, 9.065], [7.256, 16.446, 9.755], [7.301, 15.879, 10.996], [8.495, 15.315, 11.578], [8.609, 14.673, 12.829], [9.713, 13.990, 13.217], [10.891, 14.071, 12.501], [12.275, 13.094, 13.050], [12.219, 13.567, 14.566], [11.484, 11.426, 13.165], [10.461, 11.003, 12.342], [9.781, 9.804, 12.581], [10.057, 8.986, 13.694], [9.178, 7.796, 14.016], [11.160, 9.405, 14.411], [11.892, 10.596, 14.204], [6.948, 20.170, 12.835], [7.073, 19.409, 14.513], [6.542, 18.412, 13.219], [8.693, 17.792, 15.187], [10.996, 16.903, 15.049], [11.153, 18.407, 10.995], [8.817, 19.168, 11.257], [14.978, 17.234, 11.439], [15.755, 16.254, 9.322], [15.710, 14.210, 7.790], [14.422, 12.469, 6.743], [11.884, 12.229, 7.350], [10.981, 13.479, 9.307], [10.561, 16.138, 8.918], [8.445, 17.283, 8.147], [6.379, 16.748, 9.216], [6.400, 15.605, 11.600], [7.710, 14.656, 13.464], [9.674, 13.411, 14.132], [10.042, 11.555, 11.525], [9.148, 9.395, 11.773], [9.508, 6.838, 13.544], [8.168, 8.054, 13.683], [9.298, 7.595, 15.112], [11.464, 8.790, 15.272], [12.732, 10.850, 14.842], [17.782, 14.921, 14.768], [16.648, 14.283, 15.206], [15.729, 15.127, 15.616], [16.282, 16.437, 15.494], [15.726, 17.634, 15.905], [16.479, 18.787, 15.669], [17.707, 18.754, 14.985], [18.271, 17.494, 14.495], [17.558, 16.326, 14.859], [18.726, 14.508, 14.526], [16.429, 13.205, 15.169], [14.711, 17.657, 16.217], [16.166, 19.753, 15.984], [18.301, 19.636, 14.861], [19.261, 17.428, 14.060]]}